#P
Molecular formula: C3H8FN3
Method: DFT, ωB97M-V with the def2-TZVPD basis set

XYZ file:
```
15
C3H8FN3, DFT ωB97M-V with the def2-TZVPD basis set
C -1.5875 1.8055 1.4164
C 1.4556 -2.0202 -2.0888
C -0.6772 0.5917 1.4028
N 1.3423 -0.6459 -1.4538
N 0.6427 -0.6662 -0.3296
N 0.3301 0.5513 0.0591
F 0.1737 0.6252 2.4905
H -1.8773 2.0626 0.3757
H -1.0905 2.5630 2.0101
H -2.4529 1.5847 1.9661
H 2.3768 -2.6121 -2.0274
H 1.1628 -1.9732 -3.0993
H 0.6397 -2.7382 -1.6607
H -1.0517 -0.4461 1.4186
H 0.6133 1.3178 -0.4797
```

Properties
Kohn-Sham gap, eV: 9.908

=====

#Q
Molecular formula: C3H8FN3
Method: DFT, ωB97M-V with the def2-TZVPD basis set

XYZ file:
```
15
C3H8FN3, DFT ωB97M-V with the def2-TZVPD basis set
C -0.3786 -1.7062 1.0732
C 0.3737 -0.4076 1.0392
C 0.4269 0.3215 -0.3150
H -0.4473 -2.1126 2.1056
H -1.3995 -1.5463 0.6631
H 0.1000 -2.5202 0.4502
H 1.4303 -0.5752 1.3068
H 1.6803 -0.8405 -1.2255
H -1.2579 1.2719 0.1623
H 0.0609 2.7220 -1.7342
H -0.5140 1.3977 -2.2900
N 1.1242 0.0141 -1.3565
N -0.3723 1.4310 -0.3285
N -0.6718 2.0752 -1.5396
F -0.1548 0.4753 1.9890
```

Properties
Kohn-Sham gap, eV: 10.312

=====

Which of them is the most stable, and which is the least stable? #Q and #P, in that order.

=====

#P
Molecular formula: C11H14O2
Method: DFT, ωB97M-V with the def2-TZVPD basis set

XYZ file:
```
27
C11H14O2, DFT ωB97M-V with the def2-TZVPD basis set
C 1.8074 1.1742 2.4669
C 0.3570 1.0455 2.7806
C -0.6230 1.5931 1.6832
C -0.6388 0.6162 0.5244
C -0.0330 0.9764 -0.6881
C 0.0892 0.0504 -1.6765
C 0.6780 -0.9167 -3.6634
C -0.2936 -1.9324 -2.9553
C -0.4441 -1.2428 -1.6036
C -1.1894 -1.5554 -0.4538
C -1.1882 -0.6726 0.6226
H 2.4286 1.0267 3.3643
H 2.2408 0.4194 1.7354
H 1.9589 2.1922 2.1683
H 0.0755 0.0456 3.0269
H 0.0866 1.5931 3.7023
H -0.3775 2.5969 1.3308
H -1.6641 1.6246 2.1103
H 0.4789 1.9164 -0.8084
H 1.7075 -1.3597 -3.6864
H 0.3288 -0.5887 -4.6552
H 0.1472 -2.9099 -2.8395
H -1.2303 -2.0332 -3.4891
H -1.6158 -2.5148 -0.2365
H -2.1128 -0.2876 2.2590
O 0.7107 0.2706 -2.8406
O -1.6847 -1.1274 1.8216
```

Properties
Kohn-Sham gap, eV: 8.490

=====

#Q
Molecular formula: C11H14O2
Method: DFT, ωB97M-V with the def2-TZVPD basis set

XYZ file:
```
27
C11H14O2, DFT ωB97M-V with the def2-TZVPD basis set
C 3.1091 0.5246 2.6359
C 1.0298 -0.1618 1.9307
C -0.3109 -0.6025 2.3036
C -1.3724 -0.5626 1.4419
C -1.3185 -0.0644 0.0382
C -2.5517 -0.4185 -0.8417
C -1.9796 -0.4310 -2.1588
C -1.0631 0.7639 -2.4514
C 0.4206 0.5874 -1.9022
C 0.0841 0.2404 -0.4326
C 1.1805 0.0585 0.6075
H 3.7872 0.6466 3.5739
H 2.9566 1.6080 2.2119
H 3.7394 -0.1962 2.0660
H -0.2592 -0.7548 3.3602
H -2.2764 -1.1314 1.8470
H -2.9389 -1.3951 -0.4325
H -3.1954 0.4422 -0.4392
H -1.5189 -1.3688 -2.4051
H -2.8349 -0.3160 -2.7426
H -0.9598 0.7111 -3.4812
H -1.2970 1.7316 -2.0543
H 0.8207 1.5902 -2.1213
H 1.7493 -1.2457 -0.8416
H 2.0568 0.4050 0.1740
O 1.8675 -0.2062 2.8575
O 1.0750 -0.4545 -2.7437
```

Properties
Kohn-Sham gap, eV: 6.665

=====

#R
Molecular formula: C11H14O2
Method: DFT, ωB97M-V with the def2-TZVPD basis set

XYZ file:
```
27
C11H14O2, DFT ωB97M-V with the def2-TZVPD basis set
C -2.6000 -1.9203 -0.8025
C -2.8090 -0.4355 -0.4497
C -2.1790 0.1653 0.9224
C -0.8087 0.4097 0.6624
C 0.2087 -0.6575 0.8335
C 1.5122 -0.5751 0.3999
C 3.8036 -0.7858 -0.0872
C 3.4607 0.7731 -0.3915
C 1.8776 0.7401 -0.1408
C 0.9445 1.6711 -0.3196
C -0.3109 1.5191 0.0882
H -3.9853 -2.4650 -1.0259
H -1.7082 -2.0848 -1.9678
H -2.5798 -2.2478 0.5562
H -2.6047 0.3613 -1.1018
H -3.9484 -0.0594 -0.3029
H -2.1533 -0.3152 2.1291
H -2.8608 1.1919 1.0986
H 0.0161 -1.5313 1.4014
H 4.3483 -1.3506 -0.9833
H 4.5412 -0.5852 0.9056
H 3.6655 1.3878 -1.1827
H 3.9606 1.3540 0.3663
H 1.4076 2.6377 -0.6338
H -2.3713 1.7602 -0.2720
O 2.4577 -1.4612 0.3194
O -1.2849 2.5035 -0.0215
```

Properties
Kohn-Sham gap, eV: 7.985

=====

Which of them is the most stable, and which is the least stable? #P and #R, in that order.

=====

#P
Molecular formula: C3H9NS2
Method: DFT, ωB97M-V with the def2-TZVPD basis set

XYZ file:
```
15
C3H9NS2, DFT ωB97M-V with the def2-TZVPD basis set
N 1.8374 2.0253 1.3777
C 1.5212 1.7368 -0.0049
C 0.0818 1.2682 -0.1298
S -0.1413 -0.3236 0.7702
S -0.4127 -1.7314 -0.6990
C -1.9726 -1.4059 -1.5476
H 2.7296 2.4424 1.6099
H 1.0896 2.4680 1.8831
H 1.6348 2.6592 -0.5967
H 2.1459 0.9401 -0.3844
H -0.6346 1.9581 0.2999
H -0.1231 1.0655 -1.1734
H -2.6343 -0.7911 -0.9391
H -1.8543 -1.0996 -2.5845
H -2.4807 -2.3735 -1.5869
```

Properties
Kohn-Sham gap, eV: 9.202

=====

#Q
Molecular formula: C3H9NS2
Method: DFT, ωB97M-V with the def2-TZVPD basis set

XYZ file:
```
15
C3H9NS2, DFT ωB97M-V with the def2-TZVPD basis set
S 0.0517 2.8383 3.0127
S 1.0401 -2.4838 -1.2960
C -0.2147 -1.5341 -0.5232
C -0.4289 -0.0268 -0.8884
C -0.3142 0.8665 0.3289
N 0.8157 0.6164 1.2854
H 0.3179 -2.0485 -3.0634
H -1.1092 -2.1749 -0.4435
H 0.2062 -1.4762 0.4939
H 0.3662 0.1330 -1.6133
H -1.3802 0.1334 -1.3932
H -0.2125 1.9346 0.0905
H -1.2714 0.8318 0.9226
H 1.4862 1.2460 0.9088
H 0.6470 1.1443 2.1783
```

Properties
Kohn-Sham gap, eV: 5.550

=====

#R
Molecular formula: C3H9NS2
Method: DFT, ωB97M-V with the def2-TZVPD basis set

XYZ file:
```
15
C3H9NS2, DFT ωB97M-V with the def2-TZVPD basis set
N -0.1131 1.1278 1.3029
C 0.5408 0.2627 0.3298
C 1.3301 1.0250 -0.6523
C -0.8183 -0.4710 -0.3175
S -1.5850 -1.3933 0.8553
S -2.1833 -3.1144 0.1536
H 0.5604 1.3887 2.0657
H -0.3975 2.0309 0.8624
H 1.0557 -0.5003 0.8239
H 2.4241 1.0966 -0.3385
H 1.3086 0.5252 -1.5800
H 0.8891 2.0076 -0.9734
H -1.5111 0.3230 -0.7597
H -0.5529 -1.0604 -1.2580
H -0.9474 -3.2481 -0.5140
```

Properties
Kohn-Sham gap, eV: 8.666

=====

Which of them is the most stable, and which is the least stable? #P and #Q, in that order.

=====

#P
Molecular formula: C3H9NS2
Method: DFT, ωB97M-V with the def2-TZVPD basis set

XYZ file:
```
15
C3H9NS2, DFT ωB97M-V with the def2-TZVPD basis set
C -1.3197 2.6219 0.8056
S -1.8960 2.3305 -0.9287
S -1.6722 0.2206 -1.2420
H -2.2957 3.1094 1.4506
H -0.5741 3.3866 0.8417
H -0.9470 1.6644 1.3691
H -1.6442 0.1833 0.0427
C 1.5671 -1.0923 0.6995
C 1.3292 -2.1409 -0.1038
N 0.9852 -2.0375 -1.4376
H 1.6565 -0.0240 0.3290
H 1.5074 -1.2320 1.7400
H 1.6336 -3.0685 0.2359
H 1.0703 -1.0929 -1.8263
H 0.5994 -2.8288 -1.9757
```

Properties
Kohn-Sham gap, eV: 8.330

=====

#Q
Molecular formula: C3H9NS2
Method: DFT, ωB97M-V with the def2-TZVPD basis set

XYZ file:
```
15
C3H9NS2, DFT ωB97M-V with the def2-TZVPD basis set
S 1.3972 2.4071 2.6986
S 0.0310 0.6139 1.9831
C 0.8062 0.8200 0.3548
C 0.4152 -0.1872 -0.7373
C -1.0425 -0.6509 -0.6046
N -1.4559 -1.6735 -1.5643
H 1.1162 1.7528 3.8370
H 1.8787 0.7142 0.4909
H 0.6516 1.8405 -0.0172
H 0.8430 -1.0782 -0.2275
H 0.8065 -0.0558 -1.7388
H -1.7994 0.1365 -0.6989
H -1.1705 -1.0708 0.4055
H -0.6262 -2.2256 -1.7501
H -1.8510 -1.3429 -2.4314
```

Properties
Kohn-Sham gap, eV: 7.982

=====

#R
Molecular formula: C3H9NS2
Method: DFT, ωB97M-V with the def2-TZVPD basis set

XYZ file:
```
15
C3H9NS2, DFT ωB97M-V with the def2-TZVPD basis set
S 2.3747 -2.1161 -1.6943
S 2.6223 -0.4706 -0.4056
C 1.1167 -0.4985 0.4756
C -0.1778 -0.0373 -0.2238
N -1.2509 0.2660 0.7086
C -2.1223 1.3522 0.2533
H 3.6813 -2.2956 -1.6688
H 0.9401 -1.5513 0.7651
H 1.1673 -0.0942 1.4909
H -0.5260 -0.8347 -0.8854
H 0.1282 0.7944 -0.8808
H -0.8306 0.5916 1.5803
H -1.6799 2.3366 0.4612
H -3.0562 1.2905 0.8212
H -2.3868 1.2669 -0.7976
```

Properties
Kohn-Sham gap, eV: 8.812

=====

Which of them is the most stable, and which is the least stable? #R and #P, in that order.

=====

#P
Molecular formula: C3H9NS2
Method: DFT, ωB97M-V with the def2-TZVPD basis set

XYZ file:
```
15
C3H9NS2, DFT ωB97M-V with the def2-TZVPD basis set
C -1.9269 0.9917 -0.9684
S -2.9178 0.0659 0.2025
S -1.9757 -1.8137 0.2224
H -2.5899 1.7417 -1.3566
H -0.9991 1.1368 -0.4699
H -1.6286 0.2426 -1.7033
H -1.4538 -1.6466 1.4637
C 1.1489 0.6452 1.1104
C 1.3747 -0.0705 -0.0283
N 2.4149 -0.9474 -0.1611
H 1.5671 0.2839 2.0647
H 0.3470 1.3298 1.1021
H 0.7087 -0.1226 -0.9123
H 3.1344 -0.7352 0.5161
H 2.7963 -1.1017 -1.0821
```

Properties
Kohn-Sham gap, eV: 8.860

=====

#Q
Molecular formula: C3H9NS2
Method: DFT, ωB97M-V with the def2-TZVPD basis set

XYZ file:
```
15
C3H9NS2, DFT ωB97M-V with the def2-TZVPD basis set
S -2.4755 -1.9880 0.1470
S -1.7150 -0.6771 1.5460
C -1.2364 0.8082 0.6578
C -0.0311 0.5776 -0.2922
N 1.0648 -0.0681 0.3727
C 2.2684 -0.2348 -0.4379
H -2.9214 -1.0105 -0.6509
H -1.0344 1.5466 1.4359
H -2.1407 1.1291 0.1509
H -0.4120 -0.0339 -1.1269
H 0.2155 1.5830 -0.6493
H 0.7260 -0.8714 0.8762
H 2.0834 0.3031 -1.3716
H 3.1546 0.2208 0.0062
H 2.4538 -1.2844 -0.6639
```

Properties
Kohn-Sham gap, eV: 8.838

=====

Which of them is the most stable, and which is the least stable? #Q and #P, in that order.

=====

#P
Molecular formula: C2H7S
Method: DFT, ωB97M-V with the def2-TZVPD basis set

XYZ file:
```
10
C2H7S, DFT ωB97M-V with the def2-TZVPD basis set
S 2.8004 -2.5347 2.3181
H 2.7260 -3.2273 1.1850
C -0.6254 1.4383 -0.2256
C -0.8214 -0.0281 -0.6419
H -0.7286 1.5699 0.8536
H -1.2528 2.1343 -0.7792
H 0.4302 1.6905 -0.3663
H -0.1309 -0.6145 -0.0434
H -1.8611 -0.3294 -0.6060
H -0.5364 -0.0989 -1.6944
```

Properties
Charge: -1
Kohn-Sham gap, eV: 5.977

=====

#Q
Molecular formula: C2H7S
Method: DFT, ωB97M-V with the def2-TZVPD basis set

XYZ file:
```
10
C2H7S, DFT ωB97M-V with the def2-TZVPD basis set
C -2.9792 3.4046 -4.0517
H -2.9028 3.1613 -5.1725
H -3.2855 2.5274 -3.5984
H -3.6940 4.0938 -3.6378
H -1.9362 3.6076 -3.7360
C 2.9251 -3.2987 3.9778
S 3.1351 -5.0052 4.5854
H 1.9768 -2.8966 3.9216
H 3.3694 -2.4954 4.7528
H 3.3913 -3.0987 2.9589
```

Properties
Charge: -1
Kohn-Sham gap, eV: 4.312

=====

#R
Molecular formula: C2H7S
Method: DFT, ωB97M-V with the def2-TZVPD basis set

XYZ file:
```
10
C2H7S, DFT ωB97M-V with the def2-TZVPD basis set
S -2.3797 -2.1998 -0.9196
H -1.5444 -2.6473 0.0480
C 0.6426 0.8202 0.8038
C 0.3700 0.4647 -0.6827
H 0.0924 0.0572 1.3669
H 1.6289 0.7903 1.2761
H 0.2870 1.8157 1.0940
H 1.2559 0.5492 -1.3148
H -0.5298 0.9506 -1.0367
H 0.1770 -0.6008 -0.6350
```

Properties
Charge: -1
Kohn-Sham gap, eV: 6.462

=====

Which of them is the most stable, and which is the least stable? #P and #Q, in that order.